The following is a quantum chemistry calculation of 3 unconnected molecules or ions with the total composition C51H60FN3O8P in a non-equilibrium geometry, from the Open Molecules 2025 dataset.

Summary:
Largest force on an atom, eV/Å: 7.87
Gap between HOMO and LUMO, eV: 7.246
Highest occupied orbital energy, eV: -11.07
E_LUMO, hartree: -0.141
Molar mass, g/mol: 893.026
Energy, Eh: -3186.0948
Total charge: +1

Atoms and positions in Å:
1 C 3.224 2.581 1.733
2 C 2.541 1.174 2.323
3 C 1.418 0.659 1.213
4 C 1.955 -0.648 0.326
5 C 2.131 -0.336 -1.269
6 N 0.923 -0.607 -2.131
7 C -0.039 -1.766 -2.238
8 C -0.019 -3.120 -1.317
9 C -1.185 -3.207 -0.171
10 C -1.454 -1.827 0.668
11 C -3.043 -1.451 0.889
12 C -3.697 -1.075 -0.573
13 C -4.658 0.278 -0.545
14 C -5.537 0.384 -1.965
15 C -7.169 0.418 -1.663
16 C -7.995 -0.781 -2.469
17 O -8.620 -1.724 -1.526
18 C -7.642 -2.771 -1.186
19 C -1.161 -1.499 -3.442
20 C -2.381 -2.462 -3.986
21 C -1.781 -3.257 -5.329
22 F -2.795 -3.528 -3.042
23 N -0.834 -0.103 -4.007
24 C -1.587 0.565 -5.139
25 C -0.636 0.914 -6.459
26 N 0.471 0.194 -6.842
27 C 0.378 0.370 -3.195
28 C 0.936 1.888 -3.586
29 P -0.434 3.202 -3.152
30 O -1.626 2.408 -2.418
31 O -1.043 3.949 -4.643
32 O 0.104 4.414 -2.024
33 H 3.147 3.362 2.603
34 H 4.360 2.425 1.420
35 H 2.650 2.970 0.765
36 H 3.440 0.429 2.461
37 H 2.075 1.326 3.400
38 H 0.505 0.252 1.864
39 H 0.986 1.518 0.545
40 H 3.051 -0.861 0.748
41 H 1.324 -1.596 0.591
42 H 2.452 0.791 -1.371
43 H 3.052 -0.974 -1.655
44 H 1.063 -3.262 -0.879
45 H -0.209 -4.034 -2.059
46 H -2.228 -3.593 -0.548
47 H -0.813 -4.020 0.620
48 H -0.999 -1.988 1.759
49 H -0.931 -0.870 0.244
50 H -3.649 -2.255 1.502
51 H -3.083 -0.450 1.537
52 H -2.795 -0.808 -1.289
53 H -4.320 -2.001 -0.928
54 H -5.386 0.307 0.374
55 H -3.950 1.236 -0.540
56 H -5.279 1.364 -2.559
57 H -5.283 -0.518 -2.694
58 H -7.654 1.432 -1.995
59 H -7.404 0.286 -0.502
60 H -8.873 -0.307 -3.123
61 H -7.304 -1.365 -3.218
62 H -7.622 -3.667 -1.968
63 H -7.812 -3.133 -0.081
64 H -6.546 -2.303 -1.208
65 H -3.356 -1.871 -4.284
66 H -0.650 -2.925 -5.463
67 H -2.429 -3.084 -6.290
68 H -1.736 -4.417 -5.064
69 H -2.442 -0.147 -5.544
70 H -2.116 1.576 -4.848
71 H -0.914 1.875 -7.090
72 H 0.596 -0.594 -6.169
73 H 1.872 2.209 -2.923
74 H 1.263 1.982 -4.707
75 H -0.237 4.216 -5.195
76 H -0.680 4.511 -1.374
77 C -6.816 -3.510 5.536
78 C -6.039 -3.231 4.413
79 C -4.649 -3.173 4.522
80 C -4.034 -3.383 5.763
81 C -4.813 -3.637 6.891
82 C -6.207 -3.713 6.775
83 C -4.178 -3.811 8.213
84 O -4.861 -4.038 9.204
85 C -2.710 -3.698 8.326
86 C -2.100 -3.803 9.583
87 C -0.712 -3.711 9.696
88 C 0.071 -3.524 8.557
89 C -0.534 -3.413 7.305
90 C -1.929 -3.491 7.190
91 C -2.562 -3.337 5.866
92 O -1.875 -3.168 4.865
93 H -7.899 -3.564 5.449
94 H -6.515 -3.060 3.450
95 H -4.048 -2.960 3.640
96 H -6.821 -3.925 7.649
97 H -2.704 -3.952 10.477
98 H -0.241 -3.787 10.674
99 H 1.153 -3.459 8.645
100 H 0.083 -3.262 6.420
101 C 5.184 4.530 -3.044
102 C 5.961 4.809 -4.167
103 C 7.351 4.867 -4.058
104 C 7.966 4.657 -2.817
105 C 7.187 4.403 -1.689
106 C 5.793 4.327 -1.805
107 C 7.822 4.229 -0.367
108 O 7.139 4.002 0.624
109 C 9.290 4.342 -0.254
110 C 9.900 4.237 1.003
111 C 11.288 4.329 1.116
112 C 12.071 4.516 -0.023
113 C 11.466 4.627 -1.275
114 C 10.071 4.549 -1.390
115 C 9.438 4.703 -2.714
116 O 10.125 4.872 -3.715
117 H 4.101 4.476 -3.131
118 H 5.485 4.980 -5.130
119 H 7.952 5.080 -4.940
120 H 5.179 4.115 -0.931
121 H 9.296 4.088 1.897
122 H 11.759 4.253 2.094
123 H 13.153 4.581 0.065
124 H 12.083 4.778 -2.160